{
  "formula": "C30H45ClN9OW",
  "method": "ωB97M-V/def2-TZVPD",
  "species": ["W", "C", "N", "C", "C", "N", "C", "C", "N", "C", "C", "N", "C", "N", "C", "C", "C", "N", "C", "H", "H", "H", "H", "H", "H", "H", "H", "H", "H", "H", "H", "H", "H", "H", "H", "H", "H", "H", "H", "H", "H", "H", "H", "O", "C", "C", "C", "C", "C", "C", "N", "H", "H", "H", "H", "H", "H", "H", "Cl", "C", "C", "C", "C", "C", "C", "C", "H", "H", "H", "H", "H", "H", "C", "C", "C", "C", "N", "N", "C", "H", "H", "H", "H", "H", "H", "H", "H"],
  "positions_angstrom": [[-0.30, 0.04, -0.51], [1.15, 3.27, -0.66], [0.23, 3.69, 0.36], [0.03, 5.12, 0.63], [-1.05, 5.11, 1.70], [-1.45, 3.70, 1.78], [-2.67, 3.40, 2.52], [-0.64, 2.92, 1.03], [-0.65, 1.58, 0.95], [-1.41, 0.86, 1.99], [-0.77, -0.47, 2.32], [-0.46, -1.23, 1.10], [-0.35, -2.59, 1.23], [-1.01, -3.37, 2.10], [-2.10, -3.13, 3.05], [-0.70, -4.79, 1.88], [0.29, -4.77, 0.72], [0.43, -3.33, 0.43], [1.70, -2.92, -0.13], [1.72, 4.14, -0.98], [0.62, 2.89, -1.54], [1.85, 2.53, -0.28], [-0.28, 5.63, -0.29], [0.97, 5.56, 0.97], [-1.91, 5.71, 1.42], [-0.69, 5.46, 2.67], [-3.26, 4.32, 2.53], [-2.48, 3.12, 3.55], [-3.27, 2.65, 2.02], [-2.44, 0.68, 1.68], [-1.44, 1.43, 2.92], [-1.52, -0.97, 2.92], [0.12, -0.34, 2.94], [-1.80, -2.46, 3.86], [-2.32, -4.09, 3.50], [-3.00, -2.77, 2.56], [-1.62, -5.31, 1.62], [-0.29, -5.23, 2.79], [-0.08, -5.29, -0.17], [1.26, -5.18, 0.99], [1.81, -3.33, -1.13], [2.52, -3.29, 0.49], [1.75, -1.84, -0.18], [1.95, 0.33, 0.86], [3.14, 0.10, 0.14], [2.81, 0.26, -1.32], [3.83, 0.43, -2.24], [3.54, 0.68, -3.57], [2.21, 0.78, -3.95], [1.24, 0.58, -3.00], [1.51, 0.29, -1.71], [2.12, 0.55, 1.78], [3.55, -0.90, 0.33], [3.91, 0.83, 0.40], [4.86, 0.38, -1.90], [4.34, 0.82, -4.29], [1.92, 1.01, -4.97], [0.19, 0.62, -3.27], [-1.89, 0.22, -4.33], [-1.92, 1.76, -3.52], [-1.84, 2.90, -4.30], [-1.99, 4.15, -3.71], [-2.26, 4.24, -2.35], [-2.31, 3.10, -1.58], [-2.11, 1.83, -2.13], [-2.21, 0.59, -1.30], [-1.71, 2.81, -5.37], [-1.96, 5.04, -4.33], [-2.47, 5.21, -1.91], [-2.58, 3.17, -0.54], [-2.66, -0.22, -1.88], [-2.83, 0.77, -0.41], [0.04, -3.70, -4.80], [-0.54, -3.13, -3.55], [-1.69, -3.45, -2.84], [-1.74, -2.56, -1.77], [-0.68, -1.73, -1.79], [0.02, -2.11, -2.89], [-2.82, -2.55, -0.73], [-0.41, -4.66, -5.01], [1.12, -3.84, -4.70], [-0.15, -3.04, -5.64], [-2.40, -4.22, -3.08], [0.90, -1.66, -3.12], [-3.78, -2.70, -1.21], [-2.87, -1.62, -0.16], [-2.67, -3.37, -0.03]],
  "lowdin_charge": [1.71, -0.01, -0.08, -0.07, -0.07, -0.07, -0.01, -0.34, -0.07, -0.23, -0.18, -0.09, -0.31, -0.05, 0.00, -0.07, -0.07, -0.07, -0.02, 0.12, 0.08, 0.07, 0.13, 0.14, 0.13, 0.14, 0.11, 0.10, 0.09, 0.11, 0.12, 0.09, 0.13, 0.09, 0.11, 0.11, 0.14, 0.14, 0.14, 0.14, 0.10, 0.12, 0.03, -0.13, -0.16, -0.23, 0.03, 0.02, 0.01, -0.16, -0.06, 0.13, 0.13, 0.15, 0.14, 0.14, 0.14, 0.03, 0.78, -0.59, -0.07, -0.03, -0.05, -0.05, -0.31, -0.25, 0.12, 0.13, 0.12, 0.11, 0.03, 0.07, 0.02, -0.27, 0.05, -0.33, -0.09, 0.04, -0.01, 0.10, 0.09, 0.10, 0.14, 0.13, 0.11, 0.05, 0.08],
  "e_lumo_ev": [-8.60, -8.86],
  "max_force_ev_per_a": 0.430,
  "homo_ev": [-15.939, -16.252],
  "charge": 3,
  "s2": 2.017,
  "homo_lumo_gap_ev": [7.34, 7.40],
  "multiplicity": 3,
  "e_above_lowest_kcal_mol": 0.0
}

{
  "formula": "C30H45GeN4PdS3",
  "method": "ωB97M-V/def2-TZVPD",
  "species": ["Pd", "S", "C", "N", "C", "C", "N", "C", "C", "C", "C", "C", "C", "C", "C", "S", "C", "C", "C", "C", "C", "C", "C", "H", "H", "H", "H", "H", "H", "H", "H", "H", "H", "H", "H", "H", "H", "H", "H", "H", "H", "C", "C", "C", "C", "Ge", "C", "C", "C", "C", "H", "H", "H", "H", "H", "H", "H", "H", "H", "H", "H", "H", "H", "H", "H", "H", "H", "H", "H", "S", "C", "N", "C", "C", "C", "N", "H", "H", "H", "H", "H", "H", "H", "H"],
  "positions_angstrom": [[1.41, 2.04, -0.97], [2.84, 0.30, -1.54], [1.81, -1.04, -1.61], [2.10, -2.10, -2.31], [1.21, -3.28, -2.28], [0.61, -3.41, -0.90], [-0.02, -2.15, -0.50], [-1.27, -2.27, 0.29], [-2.37, -2.85, -0.56], [-2.87, -2.12, -1.63], [-3.87, -2.66, -2.43], [-4.37, -3.92, -2.15], [-3.88, -4.65, -1.08], [-2.87, -4.12, -0.29], [0.54, -1.01, -0.82], [-0.13, 0.49, -0.38], [3.32, -2.14, -3.18], [3.24, -3.19, -4.24], [2.43, -3.01, -5.36], [2.35, -3.99, -6.33], [3.09, -5.16, -6.19], [3.91, -5.35, -5.09], [3.99, -4.36, -4.11], [1.80, -4.16, -2.53], [0.44, -3.16, -3.04], [1.37, -3.68, -0.16], [-0.17, -4.18, -0.91], [-1.52, -1.29, 0.68], [-1.03, -2.93, 1.13], [-2.50, -1.12, -1.84], [-4.27, -2.09, -3.25], [-5.16, -4.34, -2.77], [-4.27, -5.63, -0.86], [-2.49, -4.69, 0.56], [4.17, -2.28, -2.52], [3.40, -1.14, -3.62], [1.88, -2.08, -5.48], [1.73, -3.84, -7.20], [3.04, -5.92, -6.96], [4.50, -6.25, -4.99], [4.64, -4.50, -3.26], [-4.64, -0.36, 5.02], [-3.92, 0.95, 4.71], [-3.44, 1.02, 3.27], [-2.72, 2.33, 2.94], [-0.97, 2.51, 3.73], [-0.05, 1.27, 4.90], [0.28, 2.22, 6.06], [-0.93, 3.11, 6.34], [-0.69, 4.26, 7.30], [-4.98, -0.40, 6.05], [-3.98, -1.22, 4.85], [-5.51, -0.48, 4.38], [-3.06, 1.06, 5.39], [-4.58, 1.79, 4.92], [-4.30, 0.93, 2.60], [-2.80, 0.17, 3.05], [-3.30, 3.20, 3.26], [-2.55, 2.47, 1.86], [-0.10, 3.65, 3.20], [0.83, 0.84, 4.43], [-0.73, 0.47, 5.19], [1.14, 2.85, 5.81], [0.55, 1.67, 6.96], [-1.79, 2.51, 6.66], [-1.29, 3.61, 5.37], [-0.40, 3.86, 8.27], [-1.58, 4.87, 7.45], [0.12, 4.91, 6.95], [0.17, 3.99, -0.61], [1.42, 4.50, -1.66], [2.62, 3.79, -1.43], [3.76, 3.92, -2.39], [3.25, 4.35, -3.75], [2.40, 5.60, -3.61], [1.31, 5.32, -2.66], [2.93, 3.95, -0.47], [4.28, 2.97, -2.43], [4.45, 4.67, -1.99], [2.66, 3.55, -4.21], [4.10, 4.54, -4.41], [1.93, 5.88, -4.56], [2.98, 6.45, -3.26], [0.40, 5.72, -2.82]],
  "lowdin_charge": [0.27, 0.76, -0.63, -0.04, -0.06, -0.06, -0.06, -0.09, -0.24, -0.04, -0.05, -0.05, -0.05, -0.04, -0.60, 0.69, -0.10, -0.26, -0.04, -0.05, -0.05, -0.05, -0.04, 0.14, 0.16, 0.16, 0.14, 0.08, 0.14, 0.10, 0.12, 0.12, 0.12, 0.12, 0.14, 0.10, 0.12, 0.12, 0.12, 0.12, 0.12, -0.09, -0.28, -0.29, -0.32, 1.18, -0.29, -0.27, -0.30, -0.06, 0.08, 0.08, 0.08, 0.08, 0.12, 0.13, 0.10, 0.09, 0.07, 0.00, 0.08, 0.08, 0.12, 0.13, 0.12, 0.07, 0.10, 0.09, 0.09, 0.68, -0.77, -0.10, -0.14, -0.14, -0.10, 0.09, 0.14, 0.11, 0.14, 0.13, 0.14, 0.14, 0.14, 0.17],
  "e_lumo_ev": -8.90,
  "max_force_ev_per_a": 0.421,
  "homo_ev": -15.534,
  "charge": 3,
  "homo_lumo_gap_ev": 6.63,
  "e_above_lowest_kcal_mol": 2.2
}

> Look up the charge of the second one.

+3